Entry 1:
Molecular formula: C3H5N2P
Method: DFT, ωB97M-V/def2-TZVPD

Molecular weight: 100.1 g/mol
SMILES: CP1=CN=CN=1
ΔE to the lowest compared entry with this formula, charge and spin: 0.840 eV
Highest occupied orbital energy: -9.25 eV
Orbital gap: 9.204 eV

XYZ file:
```
11
Properties=species:S:1:pos:R:3:forces:R:3
C -0.4156 -0.7823 -0.9313 -2.25 3.70 -0.92
P 0.2723 0.9206 -0.7948 1.04 0.16 1.20
C -0.2772 1.5697 0.8539 -2.83 -1.06 -1.10
N 0.6769 1.6254 1.6747 -0.38 0.87 2.06
C 1.7986 1.0354 1.1474 1.64 -1.29 -0.60
N 1.7658 0.5132 -0.0110 0.10 0.23 -1.31
H -1.0641 -0.6428 -1.8003 0.00 -1.15 0.22
H -0.8720 -1.0788 -0.0524 -1.73 -0.28 1.67
H 0.3450 -1.4246 -0.9592 3.23 -2.46 -1.27
H -1.3774 1.6949 1.1408 1.74 0.59 -0.28
H 2.7084 0.8182 1.7234 -0.55 0.70 0.31
```
Positions in Å, forces in eV/Å.

***

Entry 2:
Molecular formula: FeH18O9
Method: DFT, ωB97M-V/def2-TZVPD

Net charge: +3
Expectation value of S²: 8.75
2S+1: 6
Molecular weight: 218.0 g/mol
Highest occupied orbital energy (alpha / beta): -22.66 / -22.62 eV
Orbital gap (alpha / beta): 12.409 / 7.607 eV

XYZ file:
```
28
Properties=species:S:1:pos:R:3:forces:R:3
Fe 0.1046 -0.0662 0.0693 -1.17 0.24 -0.40
O 1.8868 0.8406 -0.8101 -0.59 -0.49 0.21
H 2.5231 1.4724 -0.4351 -0.01 -0.13 -0.02
H 1.9627 0.8458 -1.7722 0.16 0.24 -0.12
O -1.9578 0.7673 0.3821 0.33 1.06 0.28
H -2.2112 1.5574 0.9235 0.67 -0.42 -0.71
H -2.6737 0.1787 0.5931 -0.66 -1.04 -0.06
O -0.7999 -0.5624 2.6146 -1.49 0.18 0.51
H -0.3005 -1.2533 3.0306 0.73 -0.70 0.56
H -1.6333 -0.5993 3.1675 0.95 0.35 -0.88
O 1.4562 -1.1753 1.1173 0.85 -0.32 0.00
H 1.8999 -0.8428 1.9081 -0.28 0.51 0.61
H 2.2084 -1.6619 0.7130 -0.70 -0.11 -0.56
O -0.6089 -0.0982 -1.9484 0.63 -0.54 -1.29
H -0.2266 -0.4803 -2.7785 0.57 -0.28 1.29
H -1.4028 0.2244 -2.3674 -1.23 1.00 0.62
O -1.0825 -1.8725 0.0934 0.12 0.36 -0.03
H -1.0036 -2.4796 0.8288 0.19 -0.25 0.67
H -1.7564 -2.2763 -0.4702 -0.01 0.26 -0.49
O -0.3546 2.6116 -1.0503 -0.70 -0.40 0.25
H 0.3682 3.1444 -1.3750 0.19 0.56 -0.40
H -1.1599 2.9206 -1.5122 0.56 0.07 0.31
O 1.1311 -1.9878 -1.5935 0.02 -0.73 -0.17
H 0.8807 -2.9091 -1.8491 0.05 0.77 0.44
H 1.9135 -1.8397 -2.1307 0.48 -0.01 -0.16
O 0.4078 1.5199 1.3943 0.86 -1.84 -0.33
H 0.1122 1.6759 2.2810 -0.39 -0.52 1.41
H 0.3166 2.3459 0.9758 -0.15 2.17 -1.53
```
Positions in Å, forces in eV/Å.

***

Entry 3:
Molecular formula: C4H8N2O2
Method: DFT, ωB97M-V/def2-TZVPD

Molecular weight: 116.1 g/mol
SMILES: NCC(=O)NCC=O
ΔE to the lowest compared entry with this formula, charge and spin: 1.501 eV
Highest occupied orbital energy: -9.68 eV
Orbital gap: 10.309 eV

XYZ file:
```
16
Properties=species:S:1:pos:R:3:forces:R:3
N 1.4857 -2.1842 -0.1485 0.34 -0.59 -0.14
C 0.7779 -1.0464 0.3621 -0.66 0.28 -0.54
C 1.0462 0.2353 -0.4326 0.13 0.10 0.07
O 1.9886 0.3185 -1.1944 -0.04 -0.06 -0.07
N 0.1903 1.2943 -0.2770 -0.05 -1.08 0.53
C -1.0089 1.3060 0.5226 0.56 -0.54 0.32
C -2.2200 0.6944 -0.1566 -0.08 0.20 0.02
O -3.2048 0.3733 0.4466 -0.04 0.06 -0.09
H 2.4491 -2.2189 0.1328 0.28 0.20 0.48
H 1.5699 -2.1462 -1.1581 -0.38 0.14 -0.04
H 0.9595 -0.8621 1.4182 0.27 -0.11 0.13
H -0.2947 -1.2726 0.3012 0.03 0.10 0.01
H 0.3817 2.0161 -0.9227 0.06 0.95 -0.51
H -1.1480 2.2949 0.9357 -0.51 0.39 -0.20
H -0.8698 0.6929 1.4133 0.16 -0.05 0.06
H -2.1027 0.5047 -1.2427 -0.06 0.02 -0.03
```
Positions in Å, forces in eV/Å.

***

Entry 4:
Molecular formula: C43H42Cl4N3O4PSZn
Method: DFT, ωB97M-V/def2-TZVPD

Net charge: -2
Molecular weight: 935.1 g/mol
ΔE to the lowest compared entry with this formula, charge and spin: 2.790 eV
Highest occupied orbital energy: -1.59 eV
Orbital gap: 5.849 eV

XYZ file:
```
99
Properties=species:S:1:pos:R:3:forces:R:3
Zn 0.3108 0.3389 0.0175 0.16 0.00 0.03
C -1.8704 3.6447 1.1237 -0.02 0.06 -0.08
C -2.3725 2.3584 0.4642 -0.02 0.02 0.06
C -3.8854 2.3699 0.2665 -0.01 0.02 -0.01
P -1.3709 1.9053 -1.0385 0.07 0.04 -0.19
C -1.1330 3.4466 -2.0390 -0.06 -0.02 0.03
C -0.4577 3.0765 -3.3607 -0.01 -0.02 -0.03
C -2.3189 4.3822 -2.2870 -0.04 0.01 0.00
C -2.4536 0.7720 -1.9445 0.06 -0.19 0.10
C -3.3546 1.0776 -2.9539 -0.03 0.00 -0.03
C -4.1763 0.1258 -3.5522 0.02 0.02 0.02
C -5.1535 0.4974 -4.6366 -0.02 0.02 -0.03
C -4.0717 -1.1833 -3.0809 0.02 -0.03 0.01
C -3.1830 -1.5398 -2.0874 -0.04 0.01 -0.04
C -2.3221 -0.5824 -1.4882 -0.02 0.18 -0.04
N -1.3973 -0.8746 -0.5632 -0.08 0.04 0.09
C -1.3285 -2.1303 0.0382 -0.11 -0.01 -0.07
C -2.2114 -2.5306 0.9849 0.00 0.00 0.01
C -3.4377 -1.7088 1.2661 0.00 0.04 0.00
C -1.8363 -3.5492 1.9444 0.07 -0.02 0.02
C -0.6134 -4.0996 1.9810 -0.09 0.05 0.01
C -0.1165 -4.9413 3.1153 -0.01 -0.01 0.02
C 0.2967 -3.8992 0.8540 0.06 0.02 -0.10
C -0.0938 -2.9178 -0.2440 0.02 -0.08 0.07
C 0.5759 -2.0686 -2.4382 0.00 -0.04 -0.01
H -2.3312 3.7525 2.1099 0.06 -0.02 0.02
H -2.1387 4.5311 0.5446 -0.06 0.00 -0.01
H -0.7882 3.6327 1.2405 0.02 -0.06 0.07
H -2.1252 1.5361 1.1463 -0.02 0.00 0.00
H -4.1947 3.1530 -0.4314 0.00 -0.01 0.00
H -4.3815 2.5615 1.2238 0.01 0.00 0.00
H -4.2471 1.4180 -0.1235 -0.01 0.00 0.01
H -0.3967 3.9763 -1.4235 0.01 0.03 -0.05
H -1.1258 2.4792 -3.9864 0.00 0.01 0.01
H 0.4570 2.5120 -3.1893 0.03 -0.01 0.03
H -0.2042 3.9863 -3.9144 0.02 -0.01 0.01
H -3.0869 3.9171 -2.9058 0.04 0.06 0.01
H -1.9722 5.2737 -2.8208 0.02 0.00 0.01
H -2.7966 4.7139 -1.3674 0.01 -0.01 0.02
H -3.4336 2.1039 -3.2934 -0.02 -0.07 -0.01
H -4.9861 1.5231 -4.9724 0.00 0.00 0.01
H -6.1941 0.4322 -4.3007 0.01 -0.01 0.01
H -5.0582 -0.1510 -5.5129 0.01 -0.01 0.01
H -4.7048 -1.9546 -3.5142 0.00 0.01 0.00
H -3.1220 -2.5688 -1.7499 0.01 0.01 -0.01
H -3.1672 -0.6515 1.3405 0.01 0.01 0.00
H -3.9034 -2.0106 2.2061 0.00 -0.01 0.00
H -4.1873 -1.7866 0.4722 0.01 0.00 0.00
H -2.5233 -3.7389 2.7647 0.00 -0.01 0.00
H -0.8803 -5.0505 3.8870 0.00 0.00 -0.01
H 0.7598 -4.4731 3.5721 0.02 0.00 0.00
H 0.1865 -5.9399 2.7809 -0.01 0.01 -0.01
H 1.3538 -4.0479 1.0399 0.00 0.00 0.02
H 0.7533 -2.9976 -2.9941 0.01 -0.01 -0.01
H 1.2069 -1.2804 -2.8530 0.00 0.01 0.01
H -0.4615 -1.7725 -2.5714 0.02 -0.03 0.00
Cl 1.7978 3.2504 6.0875 -0.01 -0.01 -0.02
C 1.3138 2.1243 4.8493 -0.01 0.06 0.03
C 1.0687 0.8067 5.1628 0.01 -0.06 -0.01
Cl 1.2218 0.2428 6.8020 0.00 0.01 0.01
C 0.6926 -0.0889 4.1434 -0.03 0.06 -0.05
Cl 0.3442 -1.7502 4.5181 0.01 -0.02 0.01
C 0.5673 0.3078 2.8126 -0.06 -0.12 -0.04
O 0.2095 -0.4840 1.8524 0.11 -0.14 0.19
C 0.8494 1.6893 2.4759 -0.03 0.14 0.19
O 0.7789 2.0412 1.2401 -0.07 -0.18 -0.15
C 1.1861 2.5563 3.5175 0.03 0.03 -0.04
Cl 1.5128 4.2143 3.0983 -0.03 0.01 -0.01
O 4.2263 1.0123 -1.8823 0.07 0.05 -0.06
S 3.1015 1.3135 -1.0198 -0.01 0.19 0.02
O 2.1317 2.2566 -1.5299 0.00 -0.11 -0.05
N 2.3451 0.0073 -0.5338 -0.27 0.19 -0.05
C 3.0118 -1.2154 -0.4932 0.11 -0.05 0.05
C 4.3815 -1.3678 -0.2336 -0.04 0.02 -0.01
C 4.9865 -2.6091 -0.3295 0.01 -0.01 0.00
C 4.2613 -3.7275 -0.7045 0.01 0.02 0.00
C 2.8886 -3.6170 -0.9273 -0.06 0.01 0.01
C 2.1508 -4.7956 -1.4238 0.02 -0.02 0.00
C 0.8531 -5.1002 -1.3000 0.01 0.01 -0.05
C -0.1740 -4.4249 -0.4983 -0.01 -0.02 0.03
N 0.8823 -2.2006 -1.0177 -0.04 0.15 -0.03
C 2.2644 -2.3751 -0.7646 0.04 -0.08 0.02
C 3.7982 2.0956 0.4230 0.07 -0.03 0.01
C 3.7747 1.4760 1.6584 -0.02 -0.03 0.05
C 4.3444 2.1095 2.7569 0.03 -0.02 0.00
C 4.9425 3.3500 2.6100 0.01 0.00 -0.03
C 4.9652 3.9668 1.3626 0.00 0.02 0.04
C 4.3887 3.3448 0.2694 0.01 -0.03 -0.02
H 4.9828 -0.5006 -0.0036 -0.01 0.01 0.01
H 6.0502 -2.6927 -0.1362 0.00 0.00 0.00
H 4.7473 -4.6890 -0.8302 0.00 0.00 0.00
H 2.7631 -5.4929 -1.9896 0.01 0.00 0.02
H 0.5200 -6.0054 -1.8005 -0.01 0.00 0.01
H -1.1625 -4.8692 -0.4961 0.00 0.00 -0.01
H 3.2675 0.5256 1.7742 0.04 0.00 -0.02
H 4.2832 1.6427 3.7325 0.00 0.00 -0.01
H 5.3631 3.8526 3.4727 0.00 0.00 0.00
H 5.4125 4.9477 1.2507 0.00 0.00 0.00
H 4.3741 3.8236 -0.7015 0.01 -0.01 0.00
```
Positions in Å, forces in eV/Å.